[1]
The following is a DFT calculation (the ωB97M-V functional and the def2-TZVPD basis) of 10 unconnected molecules or ions with the total composition BF4H18O9.

The relative energy (zero: lowest compared OMol25 entry of this formula, charge and spin) comes out at 8.9 kcal per mole. The value obtained for the HOMO energy is -7.68 eV. As for the spin multiplicity: 1. Its charge is -1.

CARTESIAN COORDINATES (ANGSTROEM)
F  -2.3026  -5.4320  7.1936
H  -5.7910  -5.0010  7.7237
H  0.3727  -0.7217  9.7036
H  0.1295  -4.2462  5.8243
H  -4.7900  -5.5141  4.9272
H  -4.6407  -1.3882  10.1157
H  -0.9123  -7.3953  8.9768
O  0.3533  -1.6491  9.9566
H  -4.0328  -7.5776  8.7274
O  -2.4015  -0.5741  6.4172
H  -4.3756  -4.7799  7.2029
H  -1.1331  -6.7916  7.5886
O  -4.1536  -7.0271  9.5079
H  0.8942  -4.5749  7.7617
F  -1.1125  -3.9911  8.4708
O  1.5881  -4.2023  7.1981
O  -0.5408  -7.3778  8.0894
H  -3.8313  -4.3597  4.6891
F  -2.7722  -3.1841  7.1751
H  -2.8802  -1.4147  6.4279
H  -0.3894  -2.0225  9.4628
O  -5.3084  -4.6779  6.9555
H  2.3948  -4.2919  7.7117
H  -3.4742  -6.3362  9.4267
O  -0.6691  -4.3332  5.2872
H  -1.3982  -4.1891  5.9125
F  -3.3415  -4.5116  8.9895
O  -4.5156  -4.8808  4.2568
H  -4.5221  -2.8967  9.9372
B  -2.3798  -4.2769  7.9834
O  -4.9516  -2.2225  10.4795
H  -2.9885  0.0367  5.9621

Mulliken population analysis, charges in e, atoms 1 to 8:
1. F -0.48
2. H 0.28
3. H 0.30
4. H 0.43
5. H 0.31
6. H 0.32
7. H 0.30
8. O -0.65


[2]
The following is a DFT calculation (the ωB97M-V functional and the def2-TZVPD basis) of 9 unconnected molecules or ions with the total composition C24H36Br14F16O2.

The relative energy (zero: lowest compared OMol25 entry of this formula, charge and spin) comes out at 0.0 kcal per mole. Its SMILES is FC(F)C(F)(F)COC(F)(F)C(F)F.FC(F)C(F)(F)COC(F)(F)C(F)F.BrCCBr.BrCCBr.BrCCBr.BrCCBr.BrCCBr.BrCCBr.BrCCBr. The value obtained for the HOMO energy is -10.11 eV. As for the spin multiplicity: 1.

CARTESIAN COORDINATES (ANGSTROEM)
C  6.1819  -2.4089  2.2336
C  -1.1825  -4.5446  1.3352
H  4.6608  -3.5994  1.4734
H  1.7353  3.1875  -2.0571
C  -3.8828  -2.4408  3.6254
H  2.3567  4.7961  -1.6589
F  0.2219  -2.3915  -0.8679
O  -0.6852  -0.5538  0.1834
C  3.6353  3.7761  -3.0241
Br  6.0224  -0.8749  -1.9788
H  -2.7459  1.5006  -4.6649
F  0.8184  -2.1707  1.8852
Br  6.8422  -4.1926  0.3151
Br  -4.7245  3.0609  -4.7708
C  -7.4038  3.7473  -0.7776
H  -2.2899  -1.2134  -0.8088
C  0.4666  -1.1687  -0.2505
Br  -0.0535  3.1224  -4.5786
F  3.2477  1.4665  -3.4273
H  4.8001  -3.5098  -2.1825
H  -4.4970  1.8047  -0.9044
Br  4.7544  -1.1896  2.8367
C  1.4408  -1.3868  0.9000
F  2.6388  4.3447  1.0126
H  4.5240  2.6723  1.4481
C  3.5720  2.1385  1.2549
H  -5.1834  -3.6093  4.9684
F  4.6515  4.6107  -2.6359
Br  -2.9093  -4.4807  5.2172
H  -1.5476  0.1982  3.3543
Br  3.0198  -2.7408  -3.6155
H  -0.0442  -5.9054  2.5764
C  6.0133  -2.2088  -3.4529
C  -7.5223  2.5013  0.0538
F  1.4200  2.6762  0.2724
F  -3.2145  0.3856  0.9510
H  6.0320  -1.6313  -4.3333
C  -1.8864  3.4337  -4.2935
H  -1.7737  2.4963  4.8877
Br  -0.5885  -7.3532  0.6478
Br  -5.1961  -0.9351  3.2436
C  4.8591  -3.2068  -3.2148
C  -1.0207  0.4834  4.2610
C  2.6965  3.1233  0.3914
O  3.3790  3.1851  -0.8178
H  -2.6462  2.4027  -6.0721
H  5.0320  -3.9837  -3.9182
H  -0.1204  2.1338  5.2483
F  -3.4172  1.1083  -2.4825
F  3.0499  1.7855  2.4507
C  -2.8602  2.4806  -5.0078
C  4.2654  2.3688  -3.2593
H  0.0138  0.1028  4.2438
H  -1.1625  -0.1140  -1.7320
C  -0.9146  -5.9658  1.9344
H  6.3313  -3.0124  3.1490
H  -1.1956  -3.8013  2.1872
Br  -8.5534  3.4397  -2.3119
H  5.1966  -2.2974  0.3005
H  -8.5556  2.3806  0.3151
H  -4.3421  -2.3758  5.8395
F  3.7523  0.9934  0.5429
H  -1.9993  3.4934  -3.2412
Br  -6.3569  2.6738  1.5482
H  -6.3811  3.9145  -1.0990
H  7.0018  -2.6273  -3.4115
C  -4.2506  -3.0490  4.9801
C  -1.7297  -0.3104  -0.8241
Br  -0.4681  2.8136  2.8273
F  5.0435  2.3771  -4.3452
H  -1.8034  -6.2538  2.4431
H  4.8363  1.9511  -2.4523
H  -2.0096  4.5516  -4.6259
H  -7.1798  1.6766  -0.5672
H  1.9040  -0.5318  1.3550
C  -2.7081  0.7897  -0.2307
C  2.6594  3.7760  -1.8876
C  5.4940  -3.0687  1.0505
H  -3.9677  -3.1100  2.7979
F  3.1057  4.2265  -4.1803
H  -0.5194  -4.2385  0.5608
H  -7.7437  4.6624  -0.3947
H  7.1031  -1.8221  2.0377
F  1.1378  -0.4460  -1.1376
F  -1.9660  1.9356  -0.1554
C  -0.8983  1.9669  4.5060
H  -2.9491  -1.8848  3.5509
Br  -2.9377  -4.3672  0.5494
C  -3.8981  0.9468  -1.1651
F  2.3804  -2.1757  0.3961
F  -4.6878  -0.1629  -1.2020
Br  -1.7239  -0.3476  5.8768

Mulliken population analysis, charges in e, atoms 1 to 8:
1. C -0.57
2. C 0.01
3. H 0.43
4. H 0.16
5. C -0.16
6. H 0.44
7. F -0.29
8. O 0.20


[3]
The following is a DFT calculation (the ωB97M-V functional and the def2-TZVPD basis) of a molecular structure, C44H48AsClF6N4O5P2Se2Ta.

The relative energy (zero: lowest compared OMol25 entry of this formula, charge and spin) comes out at 45.1 kcal per mole. The expectation value of S² is 0.756. The value obtained for the HOMO energy (alpha / beta) is -13.37 / -13.31 eV. As for the spin multiplicity: 2. Its charge is +2.

CARTESIAN COORDINATES (ANGSTROEM)
H  8.5825  1.5065  -0.3310
C  4.8898  0.4055  -1.1354
C  2.4875  -0.3177  -0.6944
H  1.9078  3.2258  1.1810
H  -2.8588  3.5866  -1.8429
H  7.0847  -1.3028  -0.6625
C  -4.3262  -5.2014  -0.0908
C  7.5167  1.4675  -0.5576
H  5.0676  -0.7271  1.8476
C  0.0209  -3.1845  -3.1878
C  -3.9804  2.3676  -0.4455
H  -0.9505  -4.6395  2.0601
C  -0.1167  -2.6875  -1.9102
H  4.4666  3.8079  1.2819
C  3.3130  3.4108  -0.4328
C  0.9242  3.7537  -0.6420
H  -4.9651  -1.9833  1.2675
C  0.7506  -2.9863  -0.7292
F  1.6300  -1.7795  2.3798
C  4.5013  3.1035  0.4469
Se  -1.0116  1.3287  -0.8539
O  1.7152  -3.6793  -0.7536
H  -5.0428  -3.5395  2.1398
C  -1.9415  -4.3741  2.4251
H  -2.6054  6.9539  1.3961
H  -0.8721  -3.2181  -5.1401
H  0.8624  -3.8218  -3.4216
C  -5.1026  -7.3269  0.7407
H  -2.8482  -1.8333  -4.4284
N  2.9616  0.7748  -2.5384
C  -6.4161  -6.9397  0.5174
C  3.4433  3.7438  -1.7764
C  2.3391  4.0418  -2.5686
C  -6.2895  2.0101  -0.9631
H  5.4007  -0.4543  -1.5649
H  8.4829  -0.7973  0.2737
H  7.1020  -1.5291  1.0825
C  -2.0431  -2.0747  -3.7483
O  4.7534  -0.6722  0.9372
C  5.2539  0.5324  0.3392
C  -3.2349  -0.9033  -1.7927
C  7.2398  1.0376  1.8746
C  -4.4463  -2.6472  1.9573
C  -6.1422  2.7940  -2.0986
H  4.8961  1.7316  2.0605
H  7.0430  2.0995  2.0274
H  -0.0429  3.8936  -0.1798
O  -2.9580  -0.6863  -0.5061
N  1.3339  -0.1917  -1.3409
O  -4.2517  -0.6001  -2.3409
As  -2.7612  -3.1566  1.1783
H  -4.8884  -8.3084  1.1415
H  3.4657  1.3561  1.1540
C  -3.8208  3.1505  -1.5947
C  -2.1358  6.0078  1.6274
H  7.1554  2.4935  -0.5434
H  -4.2580  -2.1253  2.8938
H  -2.2890  -4.7662  -0.6683
H  -6.9911  2.9610  -2.7478
H  0.9910  0.7713  -3.2426
H  2.6559  -0.8100  0.2488
C  6.8278  0.5631  0.4767
C  2.0346  3.4244  0.1226
Cl  -0.3264  4.3756  -2.9535
C  1.0843  4.0301  -1.9976
H  -7.2478  1.5682  -0.7282
C  -5.2037  1.7840  -0.1328
C  -2.6117  4.8451  1.0399
O  0.2449  -2.3873  0.3603
C  -4.9129  3.3613  -2.4168
C  -2.0017  3.6302  1.3509
H  -7.7089  -5.3895  -0.2105
H  7.4239  1.0785  -1.5722
C  -6.6870  -5.6880  -0.0192
N  -1.1346  -1.9022  -1.5690
H  -3.0359  -6.7795  0.5918
N  3.4593  0.2626  -1.3934
F  0.8243  -1.4582  4.4925
C  -0.4712  4.7389  2.8305
P  -2.5698  2.1086  0.6176
F  -0.1747  0.4078  3.6541
H  -4.8070  3.9667  -3.3067
H  6.7431  0.4765  2.6715
C  7.3940  -0.8532  0.2808
C  -0.9508  -2.8498  -4.1260
F  0.4347  0.0193  1.4375
H  -0.7054  6.8654  2.9688
H  8.3113  0.8828  2.0007
H  -3.4484  4.8873  0.3568
C  -4.0613  -6.4618  0.4378
C  -3.2088  -4.2468  -0.3909
C  1.6884  0.4888  -2.4685
F  -0.6634  -1.5921  2.6156
Ta  -1.1745  -1.0317  0.4950
C  -0.9365  3.5712  2.2570
P  0.8054  -0.7035  3.1439
H  -5.8610  -3.8501  -0.7513
F  2.0345  0.2452  3.2690
H  -3.4836  -3.5627  -1.1941
C  -5.6470  -4.8227  -0.3207
Se  -2.6814  0.5516  2.1131
H  4.4276  3.7654  -2.2286
C  -2.0986  -1.6283  -2.4451
H  5.1869  1.2935  -1.6860
H  -0.4918  2.6183  2.5147
H  5.4237  3.3210  -0.0844
H  -1.8474  -3.8795  3.3895
H  -5.3001  1.1606  0.7474
H  0.3482  4.7045  3.5356
C  4.5034  1.6852  1.0460
H  -7.2269  -7.6166  0.7489
H  -2.5594  -5.2643  2.5278
H  2.4609  4.2793  -3.6164
C  -1.0694  5.9547  2.5123

Mulliken population analysis, charges in e, atoms 1 to 8:
1. H 0.52
2. C -2.04
3. C -0.65
4. H 0.36
5. H 0.34
6. H 0.30
7. C -0.23
8. C -1.66


[4]
The following is a DFT calculation (the ωB97M-V functional and the def2-TZVPD basis) of a gas-phase ion, C4H12NO (charge +1).

The relative energy (zero: lowest compared OMol25 entry of this formula, charge and spin) comes out at 37.5 kcal per mole. Its SMILES is C[NH2+][C@@H](C)CO. The value obtained for the HOMO energy is -14.92 eV. As for the spin multiplicity: 1. Its charge is +1.

CARTESIAN COORDINATES (ANGSTROEM)
C  -0.3838  1.9789  -0.1261
N  -0.8303  0.5695  -0.2875
H  -0.3524  2.5254  -1.0891
C  -0.0572  -0.4627  0.5297
H  -1.0515  2.4865  0.5482
H  2.0262  -0.5290  -1.8493
H  0.6786  2.0968  0.0549
C  1.4061  -0.3296  0.1298
H  2.0062  0.4988  0.4999
O  1.2815  -0.2855  -1.3168
H  -0.1510  -0.0789  1.5690
C  -0.8602  -1.7637  0.5345
H  -0.9209  -2.1063  -0.5066
H  -0.3843  -2.6126  1.0114
H  -0.9930  0.1812  -1.2163
H  2.1350  -1.1436  0.2951
H  -1.7670  0.6481  0.1191
H  -1.7821  -1.6731  1.1001

Mulliken population analysis, charges in e, atoms 1 to 8:
1. C -0.80
2. N -0.21
3. H 0.36
4. C 0.37
5. H 0.35
6. H 0.34
7. H 0.23
8. C -0.71